1.
{
  "formula": "C26H35FN6OS5SbSiTc",
  "method": "ωB97M-V/def2-TZVPD",
  "symbols": ["Tc", "C", "Si", "C", "C", "N", "C", "C", "C", "C", "C", "C", "F", "H", "H", "H", "H", "H", "H", "H", "H", "H", "H", "H", "H", "H", "S", "Sb", "S", "S", "S", "O", "S", "C", "C", "C", "C", "C", "C", "C", "C", "C", "C", "C", "C", "H", "H", "H", "H", "H", "H", "H", "H", "H", "H", "C", "C", "C", "C", "H", "H", "H", "H", "H", "H", "H", "H", "H", "N", "N", "N", "C", "N", "N", "H", "H", "H"],
  "xyz": [[-0.1056, -1.0145, -0.0374], [0.9400, 1.0906, 4.1943], [1.0364, -0.3964, 3.0465], [0.6166, -1.9965, 3.9018], [2.7793, -0.4479, 2.3884], [-0.1481, -0.1503, 1.7121], [-1.3648, 0.5150, 1.9678], [-2.0164, 0.5497, 3.2056], [-3.2155, 1.2287, 3.3577], [-3.8101, 1.8859, 2.2871], [-3.2074, 1.8509, 1.0371], [-2.0217, 1.1648, 0.9265], [-1.4154, 1.0749, -0.3242], [1.9146, 1.2250, 4.6695], [0.2069, 0.9918, 4.9932], [0.7048, 2.0159, 3.6633], [1.0129, -2.0065, 4.9195], [1.0541, -2.8478, 3.3769], [-0.4606, -2.1593, 3.9647], [3.4129, -0.7697, 3.2207], [3.1560, 0.5264, 2.0689], [2.9324, -1.1485, 1.5711], [-1.5929, 0.0213, 4.0480], [-3.6999, 1.2298, 4.3244], [-4.7507, 2.4022, 2.4154], [-3.6528, 2.3132, 0.1671], [0.6669, -4.9941, -1.8878], [-0.0281, -5.0443, 0.2581], [-2.0047, -1.9462, -0.0294], [1.1107, -2.7507, 0.2132], [-2.3162, -3.9139, 0.1333], [1.7629, 0.1830, -0.5296], [2.7182, -0.2997, -1.6438], [3.3697, 1.1829, -2.3794], [4.1360, 1.0340, -3.5278], [4.6887, 2.1582, -4.1204], [4.4722, 3.4123, -3.5695], [3.6964, 3.5494, -2.4261], [3.1371, 2.4291, -1.8265], [4.1718, -0.9441, -0.8812], [5.0461, -0.1479, -0.1457], [6.1512, -0.7389, 0.4366], [6.3787, -2.1029, 0.2731], [5.5078, -2.8837, -0.4691], [4.3884, -2.3056, -1.0529], [4.3078, 0.0506, -3.9493], [5.2886, 2.0547, -5.0139], [4.9058, 4.2872, -4.0341], [3.5298, 4.5339, -2.0067], [2.5278, 2.5367, -0.9310], [4.8737, 0.9165, -0.0441], [6.8461, -0.1394, 1.0085], [7.2517, -2.5560, 0.7236], [5.6969, -3.9403, -0.5983], [3.6912, -2.9040, -1.6265], [0.6626, 5.1361, 0.4020], [1.1794, 3.9135, 1.1232], [2.3325, 4.1473, 2.0760], [1.0001, 2.6519, 0.5729], [0.2946, 5.8772, 1.1093], [-0.1290, 4.8971, -0.3061], [1.4990, 5.5813, -0.1385], [0.2761, 3.3628, 1.7073], [3.1982, 4.4343, 1.4771], [2.5800, 3.2562, 2.6508], [2.1108, 4.9624, 2.7618], [1.4318, 1.7653, 1.0270], [0.2739, 2.4855, -0.2188], [-0.1178, 0.9636, -5.0807], [-0.2305, 0.0119, -4.0829], [-0.3727, -1.2681, -4.3451], [-0.3469, -1.7966, -3.1339], [-0.1936, -0.8395, -2.2084], [-0.1065, 0.3219, -2.8366], [-0.2718, 0.4828, -5.9612], [-0.8237, 1.6773, -4.9348], [-0.4039, -2.8538, -2.9173]],
  "forces_ev_per_a": [[0.30, 0.07, -0.01], [0.02, -0.09, 0.00], [-0.06, -0.03, -0.03], [0.00, 0.02, 0.01], [-0.03, 0.01, 0.07], [0.26, 0.06, -0.04], [-0.03, -0.07, -0.07], [-0.02, 0.04, -0.04], [0.01, 0.01, -0.03], [0.01, 0.00, 0.00], [0.06, -0.04, 0.01], [-0.07, 0.04, 0.09], [0.01, -0.10, 0.05], [0.02, -0.01, 0.00], [-0.01, -0.01, 0.00], [-0.02, 0.04, -0.02], [0.04, 0.00, 0.00], [-0.01, -0.02, -0.01], [-0.01, 0.01, 0.00], [0.01, 0.00, 0.02], [-0.03, 0.03, -0.03], [-0.01, -0.04, 0.01], [0.00, -0.01, -0.01], [-0.01, 0.01, 0.00], [0.00, 0.00, 0.00], [-0.01, 0.01, -0.01], [0.09, 0.11, -0.03], [-0.09, 0.10, 0.10], [-0.31, 0.03, 0.08], [-0.24, 0.03, -0.02], [0.14, -0.15, -0.02], [0.06, 0.05, -0.08], [-0.09, -0.11, -0.03], [-0.06, 0.03, 0.13], [-0.02, -0.04, 0.01], [0.00, -0.07, -0.01], [-0.04, 0.07, 0.07], [-0.01, 0.03, -0.03], [-0.02, 0.18, 0.04], [0.08, -0.01, 0.05], [0.02, -0.03, -0.06], [-0.02, 0.04, 0.00], [0.04, -0.02, 0.02], [-0.04, -0.03, -0.02], [0.03, 0.02, 0.03], [0.00, 0.00, -0.01], [0.00, -0.01, 0.00], [0.00, 0.00, 0.00], [0.00, -0.03, 0.00], [0.19, -0.15, -0.21], [-0.01, 0.00, -0.01], [0.00, 0.00, 0.00], [0.00, 0.00, 0.00], [0.00, 0.00, 0.00], [0.00, -0.01, -0.01], [-0.24, -0.07, 0.12], [1.15, 0.84, -0.56], [-0.24, -0.09, 0.21], [-0.82, -0.13, 0.69], [0.03, 0.02, 0.00], [0.00, 0.00, -0.01], [0.00, 0.00, 0.01], [-0.16, -0.55, -0.23], [-0.01, 0.01, 0.00], [0.03, -0.01, -0.02], [0.02, 0.01, -0.01], [0.09, 0.01, -0.05], [0.06, 0.03, 0.00], [0.02, -0.07, 0.13], [0.02, 0.12, -0.19], [-0.01, 0.02, 0.02], [0.02, -0.06, -0.07], [-0.04, 0.01, -0.04], [0.03, -0.02, 0.06], [0.00, 0.00, 0.00], [-0.03, -0.01, -0.02], [-0.01, -0.04, 0.02]],
  "mulliken_charge": [0.324, -1.099, -0.091, -1.172, -0.502, 0.871, 0.894, -0.458, -0.986, -0.596, -1.126, 0.383, -0.100, 0.469, 0.410, 0.252, 0.417, 0.285, 0.347, 0.578, -0.002, -0.024, 0.442, 0.471, 0.456, 0.547, -0.480, 0.474, -0.055, -0.529, -0.188, 1.143, 0.323, 0.083, -0.724, -0.753, -0.681, -0.764, 1.005, 0.543, -0.327, -0.778, -0.483, -0.803, -0.445, 0.525, 0.453, 0.441, 0.475, -0.372, 0.503, 0.446, 0.438, 0.465, 0.505, -1.467, 1.289, -1.307, -0.893, 0.419, 0.400, 0.331, 0.244, 0.379, 0.263, 0.445, -0.279, 0.649, -0.644, 0.941, -0.906, -0.431, 0.344, -0.161, 0.343, 0.270, 0.341],
  "gap_ev": [5.7, 5.7],
  "relative_energy_kcal_mol": 50.52,
  "homo_ev": [-12.70, -12.69],
  "e_lumo_ev": [-7.00, -7.02],
  "total_charge": 2
}



2.
{
  "formula": "C26H35N4O2PtSSiTe",
  "method": "ωB97M-V/def2-TZVPD",
  "symbols": ["Pt", "O", "C", "O", "C", "C", "C", "C", "C", "N", "H", "H", "H", "H", "Te", "C", "C", "C", "C", "C", "C", "H", "H", "H", "H", "H", "C", "N", "C", "C", "S", "N", "C", "C", "H", "H", "H", "H", "H", "H", "H", "H", "H", "H", "H", "H", "C", "Si", "C", "C", "N", "C", "C", "C", "C", "C", "C", "H", "H", "H", "H", "H", "H", "H", "H", "H", "H", "H", "H", "H", "H"],
  "xyz": [[0.7334, -0.7105, -0.6338], [-1.5272, -2.4191, -3.7693], [-0.7867, -2.0284, -2.8628], [-0.7553, -0.8820, -2.3381], [0.1540, -3.0635, -2.2534], [0.2914, -4.3205, -2.8203], [1.0527, -5.2722, -2.1726], [1.6111, -4.9551, -0.9456], [1.4550, -3.6743, -0.4511], [0.7764, -2.7280, -1.1129], [-0.2359, -4.5119, -3.7435], [1.1889, -6.2565, -2.6019], [2.1825, -5.6754, -0.3780], [1.8698, -3.3821, 0.4999], [3.3062, -0.7651, -0.3210], [3.7843, -0.6059, 1.7397], [4.7604, 0.2921, 2.1586], [5.1269, 0.3733, 3.4959], [4.5142, -0.4365, 4.4386], [3.5324, -1.3312, 4.0333], [3.1766, -1.4163, 2.6978], [5.2299, 0.9451, 1.4328], [5.8863, 1.0828, 3.8010], [4.7914, -0.3658, 5.4827], [3.0370, -1.9610, 4.7620], [2.3925, -2.1000, 2.3956], [-3.7899, -0.5093, -1.7658], [-3.4309, -1.3948, -0.6627], [-3.4044, -2.7999, -1.0241], [-2.7365, -0.9322, 0.4089], [-1.4222, -1.7393, 1.0953], [-3.1307, 0.2684, 0.8832], [-2.3452, 0.9349, 1.9046], [-4.4705, 0.7798, 0.6856], [-3.2325, -0.8159, -2.6526], [-3.5014, 0.5150, -1.5425], [-4.8649, -0.5558, -1.9695], [-4.4302, -3.1315, -1.2152], [-2.9800, -3.3805, -0.2095], [-2.8192, -2.9614, -1.9302], [-1.2939, 0.9090, 1.6291], [-2.4700, 0.4508, 2.8782], [-2.6788, 1.9709, 1.9672], [-5.1055, 0.0098, 0.2521], [-4.4785, 1.6561, 0.0313], [-4.8829, 1.0665, 1.6560], [0.3037, 3.9006, 1.1857], [1.1996, 2.2519, 0.9172], [2.9497, 2.8218, 0.5021], [1.1408, 1.3502, 2.5666], [0.4428, 1.2843, -0.3016], [-0.1676, 1.9278, -1.3938], [-1.3827, 2.6104, -1.2670], [-1.9822, 3.2349, -2.3499], [-1.3991, 3.1777, -3.6070], [-0.2023, 2.4877, -3.7557], [0.4031, 1.8799, -2.6720], [0.9267, 4.5100, 1.8462], [-0.6724, 3.7912, 1.6592], [0.1696, 4.4499, 0.2555], [3.4556, 3.2088, 1.3896], [2.8887, 3.6323, -0.2290], [3.5571, 2.0269, 0.0702], [2.0489, 1.4991, 3.1515], [1.0084, 0.2805, 2.4173], [0.2973, 1.7119, 3.1569], [-1.8609, 2.6378, -0.2992], [-2.9210, 3.7595, -2.2100], [-1.8736, 3.6488, -4.4581], [0.2624, 2.4153, -4.7315], [1.3275, 1.3281, -2.7962]],
  "forces_ev_per_a": [[0.47, -0.13, -0.35], [0.04, 0.02, -0.13], [0.11, -0.08, -0.12], [-0.14, 0.21, 0.39], [-0.02, 0.03, 0.10], [-0.14, 0.07, 0.05], [0.02, -0.10, 0.01], [0.01, 0.08, 0.03], [-0.13, 0.07, 0.01], [0.21, -0.03, -0.14], [0.01, 0.02, -0.02], [-0.01, -0.02, 0.00], [0.00, -0.02, 0.02], [0.12, 0.06, -0.03], [-0.20, 0.00, 0.01], [-0.11, -0.07, -0.01], [0.05, 0.01, -0.05], [0.02, 0.03, 0.01], [0.00, 0.01, 0.05], [-0.01, -0.01, 0.02], [-0.04, 0.04, -0.04], [0.01, 0.00, 0.01], [0.02, 0.02, 0.01], [0.01, 0.00, 0.02], [-0.01, -0.01, 0.02], [-0.02, -0.02, 0.00], [0.03, 0.02, -0.09], [-0.03, -0.16, -0.03], [0.01, -0.04, 0.02], [0.31, -0.03, -0.15], [-0.31, -0.14, 0.20], [-0.01, 0.17, 0.09], [0.06, 0.04, -0.03], [-0.12, -0.01, 0.12], [-0.03, -0.02, -0.01], [0.03, -0.08, -0.08], [0.00, 0.03, -0.02], [0.00, -0.01, -0.02], [-0.04, 0.03, -0.02], [-0.06, -0.03, 0.03], [-0.05, 0.01, 0.02], [0.01, 0.02, 0.01], [0.01, 0.04, 0.00], [0.01, 0.08, 0.06], [-0.04, 0.02, 0.02], [-0.02, 0.02, 0.00], [0.01, -0.14, -0.03], [-0.05, -0.09, -0.02], [-0.03, -0.02, -0.05], [0.09, 0.02, -0.07], [-0.09, 0.05, 0.13], [0.10, -0.12, -0.10], [0.05, 0.00, 0.05], [-0.02, 0.02, -0.06], [-0.03, 0.01, 0.01], [0.00, 0.00, -0.04], [0.06, 0.00, -0.04], [0.03, 0.01, 0.05], [-0.09, -0.04, 0.01], [-0.01, 0.06, -0.10], [0.00, 0.04, 0.07], [0.01, 0.04, -0.05], [-0.04, 0.08, 0.04], [0.08, 0.00, 0.04], [-0.02, -0.10, -0.03], [-0.06, 0.03, 0.05], [-0.03, 0.00, 0.15], [-0.02, 0.00, 0.00], [-0.01, 0.02, -0.02], [0.01, 0.01, -0.03], [0.00, 0.01, 0.02]],
  "mulliken_charge": [-0.116, -0.779, -0.278, -0.387, 0.739, -0.696, -0.284, -0.861, 0.223, 0.395, 0.522, 0.397, 0.428, 0.111, -0.165, 0.212, -0.280, -0.608, -0.368, -0.674, -0.206, 0.354, 0.352, 0.361, 0.353, 0.147, -0.933, 0.143, -0.985, 0.378, -0.267, 0.385, -1.202, -1.270, 0.364, 0.170, 0.317, 0.327, 0.406, 0.215, 0.102, 0.327, 0.481, 0.396, 0.271, 0.489, -1.345, 0.076, -0.920, -0.894, 0.949, -0.347, -0.011, -0.677, -0.636, -0.548, -0.048, 0.408, 0.269, 0.344, 0.347, 0.324, 0.128, 0.302, 0.152, 0.432, 0.214, 0.392, 0.354, 0.392, 0.339],
  "gap_ev": 6.6,
  "relative_energy_kcal_mol": 21.87,
  "homo_ev": -4.07,
  "e_lumo_ev": 2.54,
  "total_charge": -1
}



3.
{
  "formula": "C26H35NdO2",
  "method": "ωB97M-V/def2-TZVPD",
  "symbols": ["O", "C", "C", "H", "H", "C", "H", "H", "C", "H", "H", "H", "C", "H", "H", "H", "Nd", "C", "C", "C", "H", "C", "C", "H", "H", "H", "H", "C", "C", "C", "H", "C", "C", "H", "H", "H", "H", "O", "C", "C", "H", "H", "C", "H", "H", "C", "H", "H", "H", "H", "C", "C", "C", "C", "C", "C", "C", "H", "H", "H", "H", "H", "H", "H"],
  "xyz": [[-0.6122, 1.6432, -1.8408], [0.4738, 2.1010, -2.7145], [-0.1201, 3.5140, -2.8939], [0.5889, 1.3655, -3.5579], [1.3307, 2.0661, -2.0537], [-1.4461, 2.7775, -2.2059], [-0.1184, 3.9854, -3.9302], [0.4384, 4.1916, -2.1269], [-2.5355, 2.1277, -3.0979], [-2.0865, 1.3460, -3.7629], [-3.0601, 2.8375, -3.7536], [-3.2895, 1.6228, -2.4420], [-1.8673, 3.5997, -0.9920], [-1.0090, 4.1088, -0.5507], [-2.3246, 3.0621, -0.1484], [-2.5207, 4.4356, -1.2698], [0.2222, -0.5401, 0.7423], [0.8145, 1.4185, 2.6156], [1.9832, 0.6240, 2.5266], [2.5305, 0.7657, 1.2227], [2.3962, 0.0990, 3.3896], [1.7011, 1.6922, 0.5096], [0.6138, 2.0617, 1.3577], [-0.1607, 2.8190, 1.1367], [0.2773, 1.6104, 3.5453], [3.4380, 0.2819, 0.8507], [1.9722, 2.2272, -0.4111], [-1.4517, -0.5340, 2.9161], [-1.8553, 0.6974, 2.2990], [-2.4106, 0.4140, 1.0317], [-1.7887, 1.6878, 2.7761], [-2.3716, -1.0140, 0.8666], [-1.8417, -1.5909, 2.0611], [-1.7769, -2.6518, 2.2598], [-0.9712, -0.6055, 3.8981], [-2.9338, 1.1310, 0.3771], [-2.7152, -1.5485, -0.0310], [0.2758, -1.3723, -3.3617], [-0.3101, -0.7748, -4.5475], [0.1986, -1.4035, -5.8938], [0.0508, 0.2929, -4.5875], [-1.4210, -0.6855, -4.4755], [1.2724, -2.3719, -5.4064], [0.7626, -0.6330, -6.4473], [-0.4957, -1.9170, -6.5887], [1.1520, -2.4073, -3.8648], [2.2547, -1.9586, -5.7277], [1.1462, -3.4093, -5.7632], [2.1090, -2.3896, -3.3245], [0.6686, -3.3726, -3.6455], [0.9867, -2.3009, 2.2398], [1.0089, -2.3022, 3.7089], [-0.0901, -2.6718, 4.5304], [-0.1148, -2.3893, 5.9054], [1.0295, -1.9154, 6.5402], [2.2130, -1.7485, 5.7823], [2.2016, -1.9721, 4.4025], [0.3468, -3.0961, 1.8525], [1.9784, -2.4489, 1.8033], [-0.9753, -3.1332, 4.0738], [-1.0336, -2.5324, 6.4884], [1.0281, -1.6691, 7.6116], [3.1336, -1.4212, 6.2768], [3.1098, -1.8261, 3.8192]],
  "forces_ev_per_a": [[0.58, 0.50, -0.25], [-0.14, -1.12, 0.65], [-0.15, -0.48, 0.31], [0.02, 1.36, 0.73], [0.60, 0.05, -0.69], [1.01, 0.57, -0.42], [-0.27, -0.71, 1.41], [-1.41, -0.91, -1.48], [-0.13, 0.29, -0.10], [-0.22, 0.76, 0.70], [0.05, -0.04, 0.33], [0.64, 0.40, -0.46], [-0.37, 0.38, 0.31], [0.21, -0.27, -0.13], [-0.09, -0.17, -0.61], [-0.18, -0.32, -0.19], [-0.93, 1.24, 1.25], [0.92, 0.37, -0.43], [-0.21, 0.30, 0.11], [-0.02, 0.52, -0.16], [-0.17, 0.06, -0.67], [0.38, 0.36, 0.36], [0.60, 0.42, 0.21], [0.61, -0.75, 0.09], [0.05, -0.30, -0.51], [-0.30, 0.31, 0.15], [-0.26, -0.69, 0.49], [-0.55, 0.89, -0.21], [-0.33, -0.53, 0.09], [0.00, -0.30, 0.14], [0.02, -0.68, -0.48], [-0.53, -0.16, 0.13], [-0.62, 0.47, -0.80], [0.12, 0.21, -0.10], [-0.38, -0.01, -0.65], [0.63, -0.59, 0.30], [0.00, 0.18, 0.60], [0.24, -0.25, -2.20], [-0.65, 1.98, -0.60], [0.46, -0.09, 0.51], [-0.54, -1.17, 0.04], [0.79, -0.55, 0.16], [1.08, 0.01, 0.46], [-0.80, -0.17, 0.01], [-0.07, 0.59, 0.78], [-0.33, -1.13, 0.37], [-0.47, -0.68, 0.30], [0.21, 0.62, -0.10], [-0.23, 0.23, -0.22], [0.16, 0.20, 0.32], [0.09, -0.40, -0.03], [0.49, -0.84, 0.84], [-0.02, 0.26, -0.09], [0.24, -0.22, -0.24], [0.65, 0.34, -0.11], [-0.57, -0.17, 0.04], [-0.48, 0.32, 0.42], [-0.13, -0.22, -0.09], [0.39, -0.09, 0.13], [0.38, 0.38, 0.22], [0.40, -0.12, -0.33], [-0.03, -0.19, -0.56], [-0.32, -0.18, -0.19], [-0.10, -0.04, 0.16]],
  "mulliken_spin": [0.002, 0.000, 0.000, 0.000, -0.001, 0.000, 0.000, 0.000, 0.000, 0.000, 0.000, 0.000, 0.001, 0.000, 0.000, 0.000, 3.042, -0.012, -0.008, 0.012, 0.000, -0.014, 0.009, 0.002, 0.002, 0.003, -0.002, -0.005, -0.007, 0.013, 0.001, -0.012, -0.009, 0.003, 0.002, 0.000, -0.001, -0.001, 0.000, 0.000, 0.000, 0.000, 0.000, 0.000, 0.000, 0.000, 0.000, 0.000, 0.000, 0.000, -0.005, -0.003, -0.005, 0.003, -0.004, 0.002, -0.005, -0.001, -0.002, 0.000, 0.000, 0.000, 0.000, 0.000],
  "gap_ev": [6.8, 6.8],
  "relative_energy_kcal_mol": 20.01,
  "homo_ev": [-6.85, -6.83],
  "e_lumo_ev": [-0.06, -0.04],
  "spin_multiplicity": 4
}